Entry from the OMol25 dataset: an isolated molecule of C21H25N3O4 (ωB97M-V with the def2-TZVPD basis set).

Structure (ORCA input):
```
! wB97M-V def2-TZVPD RIJCOSX def2/J DEFGRID3
* xyz 0 1
C 7.256 0.473 -0.029
O 5.957 0.057 0.360
C 4.939 0.761 -0.165
O 5.105 1.683 -0.923
C 3.616 0.265 0.288
C 3.485 -0.944 0.964
C 2.229 -1.375 1.351
C 1.110 -0.615 1.063
C 1.234 0.589 0.371
N 0.071 1.294 0.057
C -0.069 2.633 -0.106
O 0.813 3.452 0.005
C -1.499 3.030 -0.487
N -2.464 1.993 -0.191
C -2.872 1.991 1.204
C -3.791 0.769 1.466
N -3.876 -0.078 0.297
C -2.823 -0.979 0.083
C -2.578 -1.959 1.052
C -1.582 -2.893 0.884
C -0.784 -2.889 -0.263
O 0.199 -3.835 -0.313
C 1.107 -3.793 -1.385
C -1.034 -1.938 -1.242
C -2.039 -0.998 -1.067
C -4.401 0.668 -0.823
C -3.626 1.987 -1.061
C 2.494 1.033 -0.011
H 7.954 -0.175 0.496
H 7.419 1.517 0.245
H 7.379 0.373 -1.110
H 4.362 -1.534 1.180
H 2.114 -2.311 1.876
H 0.132 -0.950 1.371
H -0.792 0.757 0.007
H -1.484 3.208 -1.567
H -1.730 3.991 -0.002
H -3.399 2.926 1.466
H -1.971 1.933 1.820
H -3.417 0.191 2.310
H -4.804 1.106 1.706
H -3.191 -1.992 1.940
H -1.397 -3.646 1.634
H 0.611 -3.978 -2.343
H 1.825 -4.589 -1.195
H 1.634 -2.833 -1.425
H -0.447 -1.904 -2.146
H -2.194 -0.270 -1.847
H -4.385 0.031 -1.707
H -5.449 0.893 -0.594
H -4.279 2.856 -0.868
H -3.284 2.048 -2.096
H 2.617 1.968 -0.532
*
```

Output
Calculated total energy: -34843.301 eV
SMILES: COC(=O)c1cccc(NC(=O)CN2CCN(c3ccc(OC)cc3)CC2)c1
Relative energy (zero: lowest compared OMol25 entry of this formula, charge and spin): 57.77 kcal/mol
Kohn-Sham gap: 8.39 eV

Partial charges, Mulliken, in e:
1. C -0.672
2. O -0.298
3. C 0.531
4. O -0.597
5. C 0.185
6. C -0.602
7. C -0.949
8. C -0.269
9. C 0.056
10. N 0.098
11. C 0.594
12. O -0.655
13. C -0.975
14. N 0.519
15. C -0.709
16. C -0.902
17. N -0.051
18. C 0.762
19. C -0.467
20. C -0.735
21. C 0.478
22. O -0.485
23. C -0.793
24. C -0.127
25. C -0.690
26. C -0.926
27. C -0.900
28. C -0.594
29. H 0.228
30. H 0.289
31. H 0.296
32. H 0.464
33. H 0.415
34. H 0.839
35. H -0.099
36. H 0.379
37. H 0.350
38. H 0.442
39. H 0.420
40. H 0.304
41. H 0.343
42. H 0.512
43. H 0.423
44. H 0.341
45. H 0.244
46. H 0.285
47. H 0.436
48. H 0.103
49. H 0.414
50. H 0.344
51. H 0.428
52. H 0.439
53. H 0.533


Entry from the OMol25 dataset: a structure of composition C12H24BeN4O24 in a non-equilibrium geometry (ωB97M-V with the def2-TZVPD basis set).

Structure (ORCA input):
```
! wB97M-V def2-TZVPD RIJCOSX def2/J DEFGRID3
* xyz -1 2
Be 1.413 -19.425 -1.111
N 4.723 -18.599 0.190
O 4.847 -17.386 0.070
O 5.589 -19.364 0.454
O 3.605 -19.118 -0.023
N -0.715 -18.638 1.079
O -0.898 -19.433 0.128
O 0.390 -18.544 1.578
O -1.557 -17.900 1.583
N 3.837 -16.932 -3.192
O 3.129 -17.842 -2.797
O 4.226 -16.034 -2.424
O 4.252 -16.919 -4.356
N 1.557 -15.870 -0.034
O 1.219 -16.841 -0.775
O 2.707 -15.431 -0.075
O 0.782 -15.457 0.874
C -2.016 -22.478 -0.525
O -2.117 -22.263 -1.918
C -1.070 -21.813 -2.540
O -0.077 -21.215 -2.077
O -1.280 -21.967 -3.880
C -0.337 -21.518 -4.843
H -1.290 -23.201 -0.152
H -2.918 -23.008 -0.218
H -1.842 -21.570 0.053
H 0.285 -20.683 -4.521
H -1.008 -21.150 -5.620
H 0.291 -22.337 -5.193
C 0.920 -18.319 -6.044
O -0.255 -17.804 -5.374
C -0.483 -18.143 -4.126
O 0.374 -18.759 -3.396
O -1.592 -17.576 -3.744
C -2.276 -17.763 -2.544
H 0.667 -19.338 -6.340
H 1.778 -18.147 -5.394
H 1.012 -17.691 -6.930
H -3.275 -17.327 -2.567
H -1.872 -17.300 -1.644
H -2.309 -18.795 -2.194
C 5.451 -20.114 -3.197
O 5.325 -21.414 -2.629
C 4.071 -21.792 -2.178
O 3.078 -21.010 -2.082
O 4.118 -23.116 -1.910
C 2.925 -23.797 -1.475
H 6.479 -19.965 -3.526
H 5.297 -19.412 -2.377
H 4.742 -19.832 -3.976
H 2.784 -24.874 -1.568
H 2.063 -23.241 -1.844
H 2.869 -23.637 -0.399
C -0.084 -21.923 2.466
O 1.344 -21.776 2.669
C 2.226 -21.696 1.699
O 1.876 -21.373 0.525
O 3.467 -21.997 2.223
C 4.559 -22.323 1.428
H -0.684 -21.120 2.038
H -0.469 -22.006 3.482
H -0.203 -22.742 1.756
H 4.941 -21.479 0.854
H 4.373 -23.182 0.783
H 5.331 -22.560 2.160
*
```

Output
Calculated total energy: -68315.417 eV
Kohn-Sham gap (alpha / beta): 6.51 / 4.27 eV
Expectation value of S²: 0.76

Partial charges, Mulliken, in e:
1. Be 1.325
2. N 0.682
3. O -0.627
4. O -0.688
5. O -0.390
6. N 0.764
7. O -0.421
8. O -0.520
9. O -0.723
10. N 0.706
11. O -0.072
12. O -0.462
13. O -0.655
14. N 0.798
15. O -0.342
16. O -0.350
17. O -0.531
18. C -0.604
19. O -0.383
20. C 0.427
21. O 0.327
22. O -0.419
23. C -0.138
24. H 0.275
25. H 0.356
26. H 0.115
27. H -0.323
28. H 0.353
29. H 0.317
30. C -0.468
31. O -0.408
32. C 0.586
33. O -0.063
34. O -0.410
35. C -0.481
36. H 0.246
37. H 0.183
38. H 0.218
39. H 0.309
40. H 0.226
41. H 0.135
42. C -0.472
43. O -0.407
44. C 0.280
45. O 0.159
46. O -0.394
47. C -0.100
48. H 0.287
49. H 0.060
50. H 0.253
51. H 0.401
52. H -0.091
53. H -0.101
54. C -0.400
55. O -0.395
56. C 0.346
57. O 0.357
58. O -0.426
59. C -0.361
60. H -0.005
61. H 0.289
62. H 0.256
63. H 0.080
64. H 0.235
65. H 0.279